1.
{"formula": "C10H9N3O", "method": "the ωB97M-V functional and the def2-TZVPD basis", "relative_energy_ev": 5.286, "homo_lumo_gap_ha": 0.3945, "smiles": "C#CC/N=C/[C@H]1[C@@H](CC#N)[C@]1(O)C#N", "e_lumo_ev": 0.2883, "homo_energy_ev": -10.45, "total_charge": 0, "symbols": ["C", "C", "C", "N", "C", "C", "C", "C", "C", "N", "C", "O", "C", "N", "H", "H", "H", "H", "H", "H", "H", "H", "H"], "xyz": [[-3.165671, 0.335859, -1.422142], [-2.611766, 0.840974, -0.474050], [-2.027122, 1.493133, 0.719376], [-0.588709, 1.276748, 0.521554], [0.004436, 0.585057, 1.377283], [1.291545, 0.039932, 0.948177], [1.466159, -1.100268, -0.074987], [0.276002, -1.481531, -0.888045], [-0.755171, -2.027250, -0.000932], [-1.395137, -2.490339, 0.827280], [2.008652, 0.306146, -0.339298], [1.437182, 1.180650, -1.274819], [3.468996, 0.277651, -0.270549], [4.602277, 0.202205, -0.093675], [-3.811763, -0.049928, -2.189263], [-2.562631, 1.032361, 1.474749], [-2.430966, 2.588753, 0.597643], [-0.418669, 0.140397, 2.375307], [2.056174, -0.172447, 1.708135], [2.137247, -1.790575, 0.220807], [0.406016, -2.098587, -1.693660], [-0.035804, -0.467931, -1.226518], [0.648719, 1.378981, -0.822367]], "forces_ev_per_a": [[-0.007, 0.442, 0.746], [-0.908, -0.345, -1.097], [-0.589, 2.266, -3.946], [-1.753, 1.096, 0.841], [0.143, -1.872, 1.320], [2.513, -1.228, 1.284], [-2.135, 2.531, -0.921], [-1.306, 2.788, 2.061], [0.526, -0.099, -0.152], [-0.520, -0.098, 0.238], [0.539, -0.118, -0.643], [2.568, -1.607, -0.380], [-0.096, 0.767, 0.174], [-0.172, -0.069, -0.175], [0.486, 0.024, 0.163], [-0.190, -0.853, 2.513], [1.430, -1.707, 0.604], [0.490, 1.081, -1.785], [-0.748, 0.438, 0.236], [2.072, -2.311, 0.750], [0.731, -1.488, -2.040], [-0.592, -1.017, -0.424], [-2.483, 1.380, 0.633]], "lowdin_charge": [0.11, -0.15, -0.19, 0.04, -0.11, -0.12, -0.12, -0.10, -0.22, 0.16, -0.39, 0.06, -0.12, 0.18, 0.03, 0.09, 0.16, 0.18, 0.15, 0.11, 0.10, 0.12, 0.02]}


2.
{"formula": "C10H9N3O2", "method": "the ωB97M-V functional and the def2-TZVPD basis", "relative_energy_ev": 0.338, "homo_lumo_gap_ha": 0.3112, "smiles": "[H]/N=c1\\[nH]c2ccccc2n1C=C.O=C=O", "e_lumo_ev": 0.7309, "homo_energy_ev": -7.74, "total_charge": 0, "symbols": ["H", "N", "C", "N", "C", "C", "C", "C", "C", "C", "N", "C", "C", "H", "H", "H", "H", "H", "H", "H", "H", "O", "C", "O"], "xyz": [[-1.337584, 3.305191, 1.283686], [-1.658594, 2.343437, 1.234055], [-0.739431, 1.694584, 0.529505], [0.384486, 2.161703, -0.079178], [1.158956, 1.085325, -0.551780], [2.281217, 1.041611, -1.291486], [2.778599, -0.223723, -1.695816], [1.961415, -1.363009, -1.510123], [0.689603, -1.289220, -0.829828], [0.385814, -0.050259, -0.282120], [-0.707962, 0.340283, 0.344283], [-1.816774, -0.359228, 0.899782], [-1.671577, -1.529886, 1.398094], [0.826817, 2.997020, -0.067642], [2.815904, 1.932938, -1.568291], [3.599055, -0.225053, -2.240526], [2.136265, -2.252658, -1.963901], [-0.096968, -1.980650, -0.875159], [-2.786606, 0.190603, 0.883680], [-2.416080, -2.195211, 1.808118], [-0.710438, -1.789327, 1.371020], [-2.793335, 1.581548, 4.382182], [-3.711716, 1.262072, 3.771201], [-4.601335, 0.964158, 3.127257]], "forces_ev_per_a": [[-0.296, 0.184, -0.002], [1.859, -1.365, -1.397], [-1.520, 2.495, 1.902], [0.584, -3.069, -1.005], [-1.667, 0.037, 0.604], [1.550, -0.847, -0.391], [-5.286, -0.079, 2.558], [-1.817, 2.956, 1.542], [2.452, 2.185, -0.583], [2.271, -1.857, -1.840], [-4.119, 0.984, 1.983], [-1.797, 2.409, -1.158], [-2.213, -1.302, 0.846], [0.657, 3.362, 0.547], [0.141, 0.244, -0.003], [3.799, -0.427, -2.401], [1.071, -2.487, -1.278], [-0.402, -1.451, 0.074], [1.102, -0.266, -0.205], [-0.132, 0.316, -0.048], [3.663, -2.040, 0.307], [0.797, 0.219, 0.898], [1.372, 0.580, 0.292], [-2.072, -0.782, -1.242]], "lowdin_charge": [0.03, 0.11, -0.40, 0.18, -0.17, -0.02, -0.05, -0.04, 0.02, -0.19, 0.02, -0.12, 0.05, 0.12, 0.11, 0.05, 0.06, 0.09, 0.12, 0.08, 0.02, 0.20, -0.47, 0.21]}


3.
{"formula": "C10H9NO2", "method": "the ωB97M-V functional and the def2-TZVPD basis", "relative_energy_ev": 7.115, "homo_lumo_gap_ha": 0.2956, "e_lumo_ev": 0.2086, "homo_energy_ev": -7.84, "total_charge": 0, "symbols": ["C", "C", "C", "C", "C", "C", "C", "C", "C", "C", "H", "H", "H", "H", "H", "H", "H", "H", "H", "N", "O", "O"], "xyz": [[0.534723, -0.132229, 1.785443], [0.414558, 1.084399, 1.089570], [0.258367, 1.057038, -0.297017], [0.448907, 2.397179, -0.712274], [0.347040, 2.347638, -2.102271], [-0.178235, 1.234466, -2.890476], [-0.509799, 0.003493, -2.396101], [-0.075138, -0.150562, -0.979886], [-0.614438, -1.072693, -0.027517], [-0.188880, -1.075024, 1.206071], [2.144661, 0.646096, 3.028970], [0.550272, -0.653294, 3.987445], [1.132953, 1.959083, 1.191642], [0.887015, 3.310713, -0.411774], [0.627037, 3.075862, -2.968448], [-0.629529, 1.433307, -3.863926], [-0.822186, -0.764013, -3.079342], [-1.536431, -2.877645, -1.146122], [-0.838147, -2.729112, 1.364835], [1.285249, -0.338986, 3.056963], [-1.548907, -2.111251, -0.336223], [-0.092972, -2.287539, 1.891812]], "forces_ev_per_a": [[1.778, 4.948, 3.162], [3.933, -0.594, 1.201], [-0.308, 0.534, 2.492], [-0.001, -1.729, -7.676], [-0.305, 0.893, -3.227], [-1.373, -0.282, 0.693], [2.385, 0.950, 2.055], [-3.684, 1.194, -0.702], [-0.864, -1.180, -5.931], [1.457, -4.577, 3.626], [-4.097, -3.892, 1.134], [3.207, 1.939, -3.565], [-1.269, -1.032, 1.777], [0.200, 0.281, 1.703], [-0.318, -0.089, 2.561], [0.924, 0.304, -0.170], [-0.475, -0.374, 0.287], [0.980, 3.783, 3.113], [1.371, -0.388, 1.368], [-0.336, 2.322, -0.224], [0.089, -2.390, -2.212], [-3.293, -0.619, -1.463]], "lowdin_charge": [-0.29, -0.01, -0.21, -0.03, -0.08, -0.12, -0.01, -0.04, -0.20, -0.30, 0.21, 0.19, 0.12, 0.11, 0.12, 0.10, 0.10, 0.23, 0.12, 0.00, -0.05, 0.04]}


4.
{"formula": "C10H9NO2", "method": "the ωB97M-V functional and the def2-TZVPD basis", "relative_energy_ev": 4.647, "homo_lumo_gap_ha": 0.3143, "smiles": "O=C[C@@]12C=CONC3=CC=C[C@@H]1[C@H]32", "e_lumo_ev": 0.2109, "homo_energy_ev": -8.34, "total_charge": 0, "symbols": ["O", "C", "C", "C", "C", "O", "N", "C", "C", "C", "C", "C", "C", "H", "H", "H", "H", "H", "H", "H", "H", "H"], "xyz": [[3.465058, -0.263852, 0.148274], [2.551461, 0.231388, -0.454906], [1.133627, 0.158808, -0.076341], [0.842245, -0.765116, 1.052167], [0.106244, -1.881059, 1.066136], [-0.727941, -2.515787, 0.197467], [-1.205263, -1.869753, -1.004289], [-1.146260, -0.477602, -0.783990], [-2.023865, 0.060540, 0.087300], [-1.832810, 1.365365, 0.646730], [-0.679759, 2.026023, 0.456508], [0.370639, 1.478909, -0.396193], [0.084251, 0.241891, -1.185730], [2.729126, 0.801798, -1.391960], [1.408448, -0.563256, 1.949244], [0.090770, -2.478136, 1.970038], [-0.587274, -2.170634, -1.759186], [-2.870226, -0.530281, 0.402232], [-2.618727, 1.782464, 1.255577], [-0.510413, 3.002011, 0.884835], [1.014466, 2.225319, -0.847304], [0.406196, 0.140968, -2.216609]], "forces_ev_per_a": [[0.009, -0.027, 0.068], [0.128, 0.168, -0.467], [-0.768, -0.565, 0.213], [0.047, 0.185, -0.239], [0.206, 0.052, 0.254], [0.013, -0.466, -0.078], [0.047, 0.237, -0.138], [-0.513, 0.559, 0.351], [0.190, -0.563, -0.938], [0.484, 0.628, 0.218], [-0.586, -0.069, 0.213], [0.358, -0.206, -0.133], [0.251, 0.053, 0.054], [0.096, 0.077, -0.021], [-0.023, -0.164, 0.161], [0.037, 0.039, 0.037], [0.091, 0.043, 0.363], [-0.026, -0.168, 0.046], [-0.046, 0.117, 0.096], [-0.072, 0.110, 0.048], [0.012, -0.094, -0.086], [0.066, 0.055, -0.021]], "lowdin_charge": [0.08, -0.22, -0.27, -0.01, -0.12, -0.07, 0.06, -0.25, -0.01, -0.06, -0.03, -0.13, -0.10, 0.14, 0.12, 0.13, 0.13, 0.13, 0.10, 0.11, 0.14, 0.15]}